one.
The following is a quantum chemistry calculation of one molecule with the formula C2H3NO3, from the Open Molecules 2025 dataset.

Computed properties:
HOMO level: -11.94 eV
SMILES string: N#CC(O)(O)O
Orbital gap: 12.45 eV

Last column: natural (NBO) charge in e.
Element x y z (Å)
N: 3.1410 0.1106 0.0364  -0.247
C: 2.0129 -0.0707 0.0660  0.184
C: 0.5298 -0.2345 0.0281  0.668
O: -0.0220 -1.4258 -0.3954  -0.717
O: -0.0312 0.8626 -0.6369  -0.665
O: -0.0120 -0.1423 1.4061  -0.693
H: -0.8945 -1.6746 -0.0390  0.522
H: -0.0927 0.5081 -1.4823  0.476
H: 0.6181 0.3617 1.8680  0.472

two.
The following is a quantum chemistry calculation of one molecule with the formula C2H3NO3, from the Open Molecules 2025 dataset.

Computed properties:
HOMO level: -10.22 eV
SMILES string: O=CC(=O)NO
Orbital gap: 9.99 eV

Last column: natural (NBO) charge in e.
Element x y z (Å)
O: 0.6283 -1.8401 1.3053  -0.464
C: 0.3986 -0.6801 1.4722  0.365
C: 0.1944 0.3558 0.3363  0.529
O: 0.8046 1.4041 0.3500  -0.532
N: -0.6667 -0.0953 -0.5784  -0.400
O: -0.4126 0.5016 -2.0150  -0.622
H: 0.3946 -0.1903 2.4652  0.130
H: -0.4481 -0.7985 -1.4121  0.500
H: -0.8932 1.3428 -1.9233  0.493

three.
The following is a quantum chemistry calculation of a 2-piece molecular cluster, C2H3NO3 overall, from the Open Molecules 2025 dataset.

Computed properties:
HOMO level (alpha / beta): -9.50 / -11.22 eV
Orbital gap (alpha / beta): 8.57 / 9.77 eV

Last column: natural (NBO) charge in e.
Element x y z (Å)
C: -1.0204 0.7660 -0.0937  -0.137
C: 0.0705 -0.2147 -0.0394  0.371
N: 1.2991 -0.4656 0.7079  0.460
O: 1.5763 -1.6248 1.0281  -0.358
O: 1.9083 0.5274 1.0405  -0.342
O: -1.1188 -0.6528 0.2542  -0.401
H: -1.4458 1.4152 0.7250  0.215
H: -1.4825 0.8980 -1.0142  0.199
H: 0.2133 -0.6488 -2.6085  -0.008

Stability ranking, top entry: one; the second entry is 270.0 kJ/mol less favorable.

one.
The following is a quantum chemistry calculation of C2H3NO3 as an isolated structure, from the Open Molecules 2025 dataset.

Computed properties:
HOMO level (alpha / beta): -8.89 / -8.89 eV
Orbital gap (alpha / beta): 8.66 / 8.66 eV

Last column: natural (NBO) charge in e.
Element x y z (Å)
C: 0.2271 -1.2608 -0.0209  0.803
C: 0.3111 0.0138 -0.8327  0.032
O: -1.2439 0.8754 0.5327  -0.622
O: 1.5467 -0.1850 0.4780  -0.808
N: -0.6035 0.9210 -0.7484  -0.230
O: -0.3668 -2.0032 0.6263  -0.388
H: -1.9921 1.4714 0.4160  0.483
H: 1.2811 0.2190 1.3205  0.486
H: 0.8403 -0.0517 -1.7715  0.243

two.
The following is a quantum chemistry calculation of C2H3NO3 as an isolated structure, from the Open Molecules 2025 dataset.

Computed properties:
HOMO level: -10.67 eV
Orbital gap: 11.29 eV

Last column: natural (NBO) charge in e.
Element x y z (Å)
C: 0.2568 -0.8304 -0.5716  0.647
O: -0.6641 -1.6907 -0.9756  -0.649
O: 0.2809 -0.4806 0.7385  -0.582
H: -1.4888 -1.5424 -0.4849  0.496
H: 1.2101 -1.0355 -1.0610  0.161
N: 0.1136 1.9907 1.0141  -0.719
C: 0.0826 0.9902 0.3028  0.802
O: -0.0504 0.7360 -0.9669  -0.542
H: 0.2591 1.8627 2.0046  0.386

Stability ranking, top entry: two; the second entry is 340.6 kJ/mol less favorable.

one.
The following is a quantum chemistry calculation of H5N4OP as an isolated structure, from the Open Molecules 2025 dataset.

Computed properties:
HOMO level (alpha / beta): -8.44 / -8.44 eV
Orbital gap (alpha / beta): 7.99 / 7.98 eV

Last column: natural (NBO) charge in e.
Element x y z (Å)
N: -1.7052 0.6284 0.1959  -0.226
N: -1.1720 1.5883 -0.0931  -0.052
N: 1.7469 0.4053 0.0260  -0.630
N: 0.9193 -0.3162 -0.8305  -0.771
O: -0.0295 -1.5094 1.0819  -1.117
P: -0.1709 -1.5308 -0.3721  1.316
H: -1.4525 -0.6110 -0.2987  0.030
H: 1.5779 -0.0292 0.8867  0.367
H: 1.3709 1.3186 0.1792  0.343
H: 1.1583 -0.3177 -1.7760  0.379
H: -2.2433 0.3736 1.0008  0.361

two.
The following is a quantum chemistry calculation of one molecule with the formula H5N4OP, from the Open Molecules 2025 dataset.

Computed properties:
HOMO level: -8.25 eV
SMILES string: NNNNP=O
Orbital gap: 8.43 eV

Last column: natural (NBO) charge in e.
Element x y z (Å)
N: -0.7611 0.3082 -1.5892  -0.705
N: -1.2385 0.4711 -0.2892  -0.318
N: -0.4320 -0.2253 0.7020  -0.326
N: 0.6296 0.4731 1.3050  -0.807
P: 2.1695 -0.1783 1.3806  1.388
O: 2.0884 -1.1991 0.3289  -1.076
H: 0.2720 0.3437 -1.5016  0.362
H: -1.0731 -0.4359 -2.2162  0.353
H: -2.2066 0.0905 -0.2845  0.357
H: 0.0083 -0.9693 0.2494  0.363
H: 0.5436 1.3213 1.9148  0.410

Stability ranking, top entry: two; the second entry is 133.6 kJ/mol less favorable.